1.
FN2O3S as an isolated structure, computed with wB97M-V/def2-TZVPD.

Output
Orbital gap   8.9 eV
F_max   3.08 eV/A
HOMO   -4.91 eV
Calculated total energy   -833.14953 a.u.

```
! RIJCOSX wB97M-V def2-TZVPD def2/J DEFGRID3
* xyz -1 1
F -1.44 1.91 0.09
S 0.39 0.94 -0.20
O 2.27 -0.81 0.17
O -1.19 -1.07 -1.02
O -0.98 -0.80 1.10
N 1.76 0.26 -0.10
N -0.81 -0.43 -0.04
*
```

2.
FN3NiO13SZn as an isolated structure, computed with wB97M-V/def2-TZVPD.

Output
Orbital gap (alpha / beta)   3.9 / 3.5 eV
F_max   10.69 eV/A
HOMO (alpha / beta)   -1.92 / -1.91 eV
Calculated total energy   -4927.64936 a.u.

```
! RIJCOSX wB97M-V def2-TZVPD def2/J DEFGRID3
* xyz -2 3
O -2.57 0.11 -2.10
Ni 0.77 1.83 -1.01
F 0.00 0.43 0.21
O -1.33 1.75 -1.86
Zn -0.55 -1.14 1.18
N -2.82 0.68 1.80
O -1.52 1.07 -3.71
N 1.89 -1.00 -2.82
S 2.21 -0.75 2.68
O 2.48 -2.18 2.67
O -1.75 0.43 2.39
N -1.84 0.94 -2.54
O 1.12 -0.17 -2.31
O 2.58 -0.27 4.01
O 0.75 -0.54 2.79
O 1.84 -1.14 -4.00
O -3.26 -0.04 0.88
O 2.52 -1.62 -1.95
O 2.95 -0.07 1.56
O -3.47 1.70 2.14
*
```

3.
An isolated molecule of FNO2, computed with wB97M-V/def2-TZVPD.

Output
Orbital gap   10.4 eV
F_max   8.64 eV/A
SMILES string   O=[N+]([O-])F
HOMO   -11.87 eV
Calculated total energy   -304.88249 a.u.

```
! RIJCOSX wB97M-V def2-TZVPD def2/J DEFGRID3
* xyz 0 1
N 0.11 -0.07 0.06
F -1.18 -0.52 -0.17
O 0.43 1.07 -0.86
O 0.64 -0.48 0.97
*
```